(1)
# C18H27N9

9 unconnected molecules or ions with the total composition C18H27N9 at a distorted geometry (ωB97M-V/def2-TZVPD, OMol25).

The geometry in XYZ format:
```
54
Properties=species:S:1:pos:R:3:mulliken_charge:R:1
C 4.790 -1.407 0.776 -0.595
C 5.612 -2.162 -0.109 0.163
N 6.224 -2.848 -0.871 -0.468
H 5.389 -1.186 1.659 0.269
H 3.824 -1.890 0.923 0.241
H 4.687 -0.429 0.305 0.263
C -0.847 0.446 0.669 0.400
C 0.441 -0.156 0.396 -0.595
N 1.447 -0.668 0.239 0.127
H -1.204 -0.167 1.497 -0.319
H -1.522 0.426 -0.186 0.176
H -0.714 1.447 1.080 0.206
C -2.102 -3.727 3.023 -1.672
C -2.263 -2.326 3.438 0.432
N -2.411 -1.190 3.701 -0.398
H -2.661 -4.337 3.733 0.448
H -1.024 -3.873 2.954 0.482
H -2.490 -3.871 2.015 0.337
C -1.958 -1.554 -5.039 -1.042
C -2.021 -0.706 -3.809 0.325
N -2.064 0.025 -2.933 -0.330
H -1.229 -2.362 -4.971 0.273
H -1.667 -0.846 -5.814 0.355
H -2.950 -1.945 -5.267 0.445
C 1.101 2.969 -1.496 -0.392
C 2.288 3.008 -2.443 0.209
N 3.182 2.935 -3.170 -0.413
H 0.249 2.532 -2.018 0.235
H 0.987 4.007 -1.184 0.344
H 1.244 2.354 -0.608 -0.035
C -3.076 5.462 3.669 -0.743
C -2.735 4.284 2.827 0.232
N -2.416 3.382 2.122 -0.325
H -4.164 5.486 3.731 0.257
H -2.793 6.392 3.177 0.260
H -2.665 5.445 4.679 0.269
C 2.236 -1.127 -3.371 -0.702
C 1.527 -0.419 -4.441 0.377
N 0.968 0.155 -5.326 -0.474
H 1.588 -1.198 -2.498 0.110
H 3.109 -0.529 -3.106 0.252
H 2.551 -2.146 -3.596 0.382
C -3.917 -1.664 -1.175 -0.558
C -4.668 -0.483 -0.986 0.479
N -5.270 0.489 -0.738 -0.471
H -3.505 -1.790 -2.176 -0.309
H -4.576 -2.524 -1.057 0.682
H -3.095 -1.645 -0.461 -0.155
C 2.749 -0.151 3.373 0.159
C 3.722 0.214 4.374 0.070
N 4.467 0.574 5.162 -0.342
H 2.198 -1.027 3.714 0.305
H 3.339 -0.360 2.481 -0.386
H 2.088 0.681 3.129 0.160
```

Summary:
Spin multiplicity   2
Charge   -1
HOMO level (spin up / spin down)   0.0086 / -0.3248 hartree
Gap between HOMO and LUMO (spin up / spin down)   1.938 / 10.945 eV



(2)
# C18H27N9

9 unconnected molecules or ions with the total composition C18H27N9 at a distorted geometry (ωB97M-V/def2-TZVPD, OMol25).

The geometry in XYZ format:
```
54
Properties=species:S:1:pos:R:3:mulliken_charge:R:1
C 10.242 13.680 10.995 -0.211
C 9.582 13.787 12.259 0.268
N 9.141 13.869 13.313 -0.478
H 10.397 12.617 10.751 -0.116
H 11.216 14.233 11.044 0.114
H 9.665 14.148 10.205 0.369
C 12.031 11.336 7.985 -0.567
C 10.713 11.134 8.537 0.494
N 9.643 10.981 9.024 -0.485
H 12.160 11.395 6.906 0.351
H 12.662 10.488 8.281 0.029
H 12.489 12.192 8.507 0.199
C 15.043 10.334 10.585 -0.073
C 15.456 11.623 10.054 0.352
N 15.907 12.543 9.551 -0.474
H 14.735 10.451 11.604 0.115
H 15.800 9.581 10.403 0.284
H 14.157 10.011 10.038 -0.219
C 7.774 10.000 11.926 -0.598
C 8.320 8.738 11.527 0.304
N 8.710 7.711 11.208 -0.386
H 6.729 9.968 12.249 0.325
H 7.894 10.610 10.994 0.196
H 8.439 10.393 12.724 0.178
C 13.947 7.783 16.652 -0.693
C 13.486 7.572 15.306 0.326
N 13.035 7.376 14.265 -0.421
H 13.090 7.767 17.236 0.265
H 14.390 8.704 16.465 0.249
H 14.646 6.923 16.946 0.302
C 15.845 15.191 11.160 -0.858
C 14.537 14.673 11.475 0.315
N 13.566 14.168 11.791 -0.323
H 16.600 14.767 11.774 0.275
H 15.864 16.263 11.123 0.325
H 15.957 14.791 10.140 0.320
C 11.785 6.570 10.858 -0.490
C 12.442 7.461 9.924 0.423
N 13.189 8.016 9.233 -0.533
H 11.430 7.175 11.707 0.150
H 12.549 5.795 11.173 0.093
H 10.923 6.021 10.366 0.341
C 15.234 5.247 13.350 -0.622
C 15.152 5.047 14.761 0.460
N 15.041 4.997 15.909 -0.535
H 15.942 4.624 12.854 0.404
H 15.483 6.285 13.123 0.211
H 14.213 5.008 12.877 0.063
C 13.050 12.585 15.217 -0.708
C 13.999 11.467 15.125 0.473
N 14.825 10.683 15.046 -0.477
H 12.887 12.974 16.257 0.298
H 12.066 12.407 14.761 0.203
H 13.440 13.371 14.597 0.192
```

Summary:
Structure (SMILES)   CC#N.CC#N.CC#N.CC#N.CC#N.CC#N.CC#N.CC#N.CC#N
Charge   0
HOMO level   -0.4183 hartree
Gap between HOMO and LUMO   11.831 eV



(3)
# C18H28AgBrN3O3Ta

A molecular structure, C18H28AgBrN3O3Ta at a distorted geometry (ωB97M-V/def2-TZVPD, OMol25).

The geometry in XYZ format:
```
55
Properties=species:S:1:pos:R:3:mulliken_charge:R:1
N -2.083 0.597 -0.392 -0.562
C -2.776 1.759 -0.443 0.746
O -3.909 1.868 -0.910 -0.351
Ag -3.081 -0.441 -2.063 0.722
Ta -0.226 0.165 0.048 0.649
N 1.102 0.762 -1.370 0.531
N -0.026 -1.865 0.223 0.339
C 0.796 1.794 -2.457 1.298
C -0.752 -2.734 1.222 1.539
C -0.392 1.291 -3.282 -0.885
C 1.936 2.113 -3.409 -2.036
C 0.381 3.105 -1.776 -1.389
C -1.073 -4.189 0.783 -1.907
C 0.087 -2.852 2.502 -1.269
C -2.096 -2.103 1.546 -1.558
H -0.152 0.338 -3.769 0.366
H -0.667 2.046 -4.044 0.503
H -1.285 1.111 -2.653 -0.220
H 2.837 2.426 -2.897 0.519
H 1.658 2.963 -4.025 0.463
H 2.187 1.315 -4.100 0.436
H -0.538 2.993 -1.166 0.129
H 0.188 3.891 -2.542 0.517
H 1.219 3.437 -1.133 0.349
H -1.562 -4.248 -0.204 0.446
H -1.741 -4.677 1.533 0.422
H -0.173 -4.824 0.760 0.489
H 1.025 -3.373 2.270 0.387
H -0.448 -3.456 3.255 0.382
H 0.256 -1.849 2.923 0.177
H -1.999 -1.105 1.992 0.252
H -2.643 -2.701 2.295 0.470
H -2.738 -2.022 0.654 0.163
C 0.844 -2.659 -0.676 -0.955
H 0.865 -2.190 -1.668 0.258
H 1.887 -2.781 -0.318 0.334
H 0.510 -3.699 -0.749 0.399
C 2.373 0.073 -1.582 -1.049
H 3.249 0.720 -1.749 0.308
H 2.653 -0.546 -0.724 0.306
H 2.280 -0.568 -2.475 0.451
Br -0.953 -0.013 4.344 -0.058
C -0.202 1.734 4.502 0.189
C -0.083 2.291 5.786 -0.589
C 0.162 3.667 5.925 -0.511
C 0.383 4.457 4.784 -0.566
C 0.417 3.871 3.509 -0.511
C 0.160 2.489 3.378 0.498
C 0.151 1.856 2.031 0.942
O -0.436 2.403 1.036 -0.577
O 0.697 0.612 1.854 -0.587
H -0.164 1.699 6.705 0.420
H 0.213 4.135 6.912 0.395
H 0.550 5.544 4.875 0.385
H 0.649 4.463 2.615 0.402
```

Summary:
Charge   +2
HOMO level   -0.5219 hartree
Gap between HOMO and LUMO   4.418 eV



(4)
# C18H28Al2BBeBrCl4F6LiN2NaO15S3

A molecular structure, C18H28Al2BBeBrCl4F6LiN2NaO15S3 at a distorted geometry (ωB97M-V/def2-TZVPD, OMol25).

The geometry in XYZ format:
```
83
Properties=species:S:1:pos:R:3:mulliken_charge:R:1
C 3.039 -1.084 -0.316 -1.038
C 1.560 -1.528 -0.881 -0.422
N 0.953 -0.488 -1.846 0.472
C -0.215 -1.215 -2.474 -0.399
C -1.064 -0.351 -3.578 -0.933
C 0.541 0.759 -1.096 -0.343
S 0.597 2.267 -1.951 -0.032
S 0.008 0.863 0.699 0.190
C -1.767 0.322 0.948 -0.291
C -2.859 1.027 -0.051 0.282
C -4.336 0.413 0.319 -0.849
C -5.045 -0.456 -0.877 0.552
O -5.800 0.445 -1.777 -0.370
S -5.134 0.417 -3.360 1.179
O -4.124 1.592 -3.596 -0.438
O -6.254 0.439 -4.439 -0.508
O -4.498 -1.180 -3.215 -0.551
C -4.120 -1.455 -1.790 1.669
C -4.393 -3.102 -1.695 -1.475
C -3.206 -3.915 -0.911 0.254
C -3.209 -3.765 0.719 -0.482
Br -5.007 -3.517 1.556 -0.101
H 3.738 -0.978 -1.277 0.244
H 3.037 -0.127 0.357 0.243
H 3.450 -2.018 0.297 0.410
H 1.733 -2.540 -1.490 0.282
H 0.790 -1.824 -0.023 0.353
H 0.250 -2.145 -3.062 0.421
H -0.847 -1.674 -1.603 0.207
H -0.282 0.096 -4.357 0.363
H -1.863 -1.015 -4.132 0.270
H -1.627 0.593 -3.133 0.056
H -1.929 -0.835 0.883 -0.427
H -2.068 0.639 2.058 0.422
H -2.506 0.826 -1.149 -0.431
H -2.864 2.196 0.111 0.450
H -5.086 1.276 0.606 0.377
H -4.215 -0.312 1.242 0.333
H -5.835 -1.155 -0.365 0.172
H -2.975 -1.219 -1.741 -1.608
H -5.488 -3.358 -1.336 0.241
H -4.347 -3.467 -2.831 0.758
H -3.275 -5.054 -1.182 0.263
H -2.137 -3.530 -1.278 -0.190
H -2.781 -4.795 1.147 0.502
H -2.436 -2.943 1.106 0.136
F 0.657 -7.086 -4.500 -0.448
Al 1.346 -5.432 -4.317 0.893
F 3.131 -5.545 -4.105 -0.438
F 0.620 -4.636 -2.873 -0.534
F 0.976 -4.461 -5.788 -0.460
Li 0.446 -3.197 -1.664 0.942
C 2.016 2.717 3.647 -0.542
O 2.536 1.428 3.375 -0.390
H 1.170 2.907 2.983 0.151
H 1.679 2.762 4.686 0.362
H 2.790 3.468 3.472 0.234
H 3.284 1.288 3.979 0.258
C 4.646 2.728 -3.686 0.305
Cl 5.448 3.716 -2.439 -0.057
Cl 3.643 3.777 -4.720 -0.037
Cl 5.878 1.915 -4.682 -0.037
Cl 3.614 1.506 -2.902 0.102
Na -6.154 -2.238 -2.576 0.984
N 2.546 6.523 3.485 1.168
O 2.544 7.753 3.658 -0.458
O 3.593 5.944 3.151 -0.411
O 1.500 5.871 3.645 -0.417
Be 3.146 5.552 -3.045 0.510
C 2.259 10.972 3.816 0.897
O 2.569 10.707 4.968 -0.341
O 3.055 11.164 2.890 -0.270
O 1.101 11.087 3.399 -0.272
Al -5.254 -5.657 -1.833 0.852
B 3.580 -2.750 6.010 0.615
O 4.546 -3.191 4.998 -0.390
C 5.210 -2.103 4.584 0.524
O 6.091 -2.119 3.740 -0.564
C 4.726 -0.943 5.282 0.781
O 5.123 0.201 5.136 -0.602
O 3.757 -1.300 6.136 -0.380
F 3.856 -3.400 7.282 -0.353
F 2.225 -3.054 5.576 -0.394
```

Summary:
Charge   +2
HOMO level   -0.4410 hartree
Gap between HOMO and LUMO   1.579 eV



Number 1: electronic energy -32510.751 eV. Number 2: electronic energy -32511.520 eV. Number 3: electronic energy -105309.484 eV. Number 4: electronic energy -240615.882 eV.